72
Properties=species:S:1:pos:R:3:forces:R:3:lowdin_charge:R:1 method="wB97M-V/def2-TZVPD" gap_ev=2.9 charge=-1 homo_ha=-0.079 largest_force_ev_per_a=4.4
Ba 14.896215 -4.534313 -10.272797 -1.923 -1.400 -0.591 1.352
C 10.330852 -3.702987 -10.487152 2.330 -2.804 0.446 -0.459
O 11.169119 -3.026748 -11.497226 -0.860 1.389 -0.462 -0.159
O 11.155065 -4.304273 -9.532737 -1.328 2.485 -1.372 -0.276
C 9.121627 -2.863887 -10.026549 1.297 1.797 0.304 -0.630
F 9.439824 -1.559533 -9.761228 0.492 0.396 -0.131 0.091
F 8.084172 -2.786155 -10.853038 -0.518 -0.152 -2.002 0.123
F 8.567989 -3.293120 -8.943934 -0.345 -1.495 2.615 0.170
C 10.481092 -2.373320 -12.626903 1.954 0.198 0.264 -0.193
C 11.631774 -1.533139 -13.439939 -0.794 -2.178 1.167 -0.054
H 12.324599 -1.024402 -12.769663 -0.619 0.614 0.211 0.046
H 12.295840 -2.309587 -13.819731 -0.111 -0.253 -0.345 0.049
H 11.306994 -0.955802 -14.305560 -0.265 0.169 0.370 0.053
H 9.627763 -1.795542 -12.271819 0.336 0.430 -0.104 0.086
H 10.076671 -3.156500 -13.268132 0.048 -0.016 -0.266 0.105
H 9.845365 -4.515363 -11.027931 -0.453 -0.321 -0.523 0.135
O 13.781378 -8.947379 -9.765336 -0.273 0.548 -2.339 -0.377
C 13.563118 -9.452963 -11.082149 2.004 0.105 1.921 -0.417
C 13.195662 -8.512496 -12.358090 -0.346 2.305 0.945 -0.427
O 13.994015 -7.419759 -12.768767 -0.293 -1.046 1.163 -0.421
H 12.890951 -10.294439 -10.914206 -1.178 0.100 -0.839 0.066
H 14.470758 -9.968396 -11.396206 0.861 -0.070 -0.309 0.055
H 12.237093 -8.164583 -11.973130 -0.601 0.713 0.135 0.060
H 12.877736 -9.059447 -13.245707 0.598 -1.073 -0.111 0.070
C 16.741491 -1.960369 -14.265971 -0.344 0.170 -4.368 -0.236
O 16.660448 -1.836197 -12.926301 0.080 0.016 2.147 -0.115
H 16.208566 -2.770286 -14.764099 -0.044 -0.666 1.004 0.090
H 16.274595 -1.127235 -14.791321 -0.179 0.592 0.094 0.077
H 17.741002 -1.975512 -14.700534 0.480 -0.257 0.409 0.081
H 17.112034 -0.999803 -12.791758 -0.076 0.037 0.832 0.088
C 10.589533 -1.798856 -5.156169 1.238 -0.236 -2.429 -0.130
O 11.671532 -2.609420 -5.712166 -0.049 0.465 1.133 -0.154
H 9.627475 -2.274277 -5.347299 -0.049 -0.335 1.092 0.074
H 10.931011 -1.479920 -4.171397 -0.638 -0.502 0.091 0.076
H 10.508612 -0.912856 -5.785891 0.105 0.482 0.122 0.060
H 11.481620 -2.985947 -6.574584 -0.585 0.073 -0.227 0.059
C 14.987752 3.618155 -16.442335 0.210 -0.089 0.124 -0.159
O 16.070502 3.318383 -17.340093 -0.838 -0.424 0.223 -0.125
H 14.466997 2.730984 -16.081997 0.741 -0.569 -0.179 0.073
H 15.391704 4.118405 -15.562185 -0.304 0.285 0.021 0.073
H 14.143156 4.143510 -16.888156 0.387 0.679 -0.308 0.070
H 16.582779 4.111500 -17.513765 -0.197 0.114 0.125 0.067
C 14.486065 0.393908 -9.075157 0.638 -0.097 -0.664 -0.172
O 14.498390 -0.930471 -8.656779 -0.688 -1.730 0.829 -0.164
H 14.732055 0.236887 -10.125366 0.408 1.037 -0.097 0.079
H 13.532905 0.921945 -9.047473 -0.198 -0.177 0.366 0.079
H 15.250907 0.867241 -8.459466 0.047 0.923 -0.618 0.082
H 14.301592 -0.965964 -7.717834 -0.189 -0.210 0.116 0.079
C 10.248071 3.079882 -11.763115 0.897 -0.396 1.687 -0.136
O 10.265547 4.196291 -10.832509 -0.782 0.256 -1.164 -0.141
H 10.961819 3.104790 -12.586541 -0.027 0.683 -0.132 0.066
H 10.565686 2.232279 -11.155842 -0.293 -0.519 -0.280 0.069
H 9.243692 2.888289 -12.140779 0.068 0.434 0.226 0.080
H 11.082021 4.280991 -10.334712 0.134 -0.484 -0.334 0.062
C 6.892796 -3.616715 -16.424938 -0.017 0.453 -0.558 -0.162
O 7.387004 -2.290468 -16.420316 0.286 0.697 0.688 -0.135
H 7.673319 -4.361997 -16.271802 0.095 -0.016 -0.053 0.075
H 6.176023 -3.687214 -15.606787 -0.021 -0.052 -0.155 0.080
H 6.408383 -3.752978 -17.391830 -0.280 -0.623 0.126 0.073
H 7.756552 -2.011492 -17.261276 -0.049 -0.451 -0.038 0.068
C 7.947072 -6.205639 -4.643351 -1.107 -1.288 -1.252 -0.152
O 8.777683 -7.374948 -4.520236 0.228 0.847 0.405 -0.123
H 8.006585 -5.778600 -5.644450 0.788 0.320 0.019 0.072
H 6.937669 -6.612750 -4.702073 -0.500 0.507 0.650 0.067
H 8.025898 -5.427584 -3.884061 0.404 -0.432 0.182 0.073
H 8.189729 -8.131700 -4.577105 0.201 0.053 0.004 0.063
C 2.610984 -2.288920 -8.714310 -1.074 -0.649 2.532 -0.212
O 2.014251 -1.806995 -9.851020 0.402 0.699 -2.292 -0.101
H 2.307051 -1.629270 -7.901552 -0.227 -0.151 0.580 0.069
H 2.112305 -3.252232 -8.607346 0.236 -0.117 0.597 0.082
H 3.663586 -2.442325 -8.476402 0.548 0.160 -1.497 0.080
H 2.486604 -1.066684 -10.238865 0.125 0.052 0.075 0.082